# C5H7NO

One molecule with the formula C5H7NO (ωB97M-V/def2-TZVPD, the Open Molecules 2025 dataset).

The LUMO energy comes out at 0.892 eV. The SMILES is CC(=O)[C@@]12C[C@@H]1N2. As for the HOMO-LUMO gap: 10.66 eV. The value obtained for the highest occupied orbital energy is -9.76 eV. The calculation puts the relative energy (zero: lowest compared OMol25 entry of this formula, charge and spin) at 68.8 kcal per mole.

Atoms and positions in Å:
1 O 1.372233 1.149204 -1.507813
2 H 2.572251 -1.050299 -1.022763
3 C 0.924736 0.269638 -0.805308
4 H -1.413231 -1.330990 0.465652
5 C -0.760806 0.570955 1.396393
6 H 1.069451 -1.659614 -1.714546
7 C 1.495396 -1.131632 -0.853722
8 C -0.266605 0.544638 0.035948
9 C -1.501942 -0.246154 0.397157
10 H -1.538180 2.132547 0.304749
11 H -2.456927 0.116246 0.006000
12 H 1.299572 -1.718108 0.048054
13 H -0.353823 0.371596 2.378228
14 N -0.627660 1.813063 0.643390

Atoms 1-2, force components in eV/Å:
O -0.04 -0.25 0.34
H -0.17 -0.02 0.05

Löwdin population analysis, charges in e, atoms 1 to 2: atom 1 (O): 0.095, atom 2 (H): 0.087